[1]
The following is a DFT calculation (ωB97M-V/def2-TZVPD) of a 2-piece molecular cluster, C3H3NO overall at a distorted geometry.

```
8
Properties=species:S:1:pos:R:3:forces:R:3
O -1.491952 -1.973963 -0.312044 0.879 0.716 -0.684
N -0.643539 0.003399 0.697772 -0.514 0.498 1.372
C -0.807962 -0.998621 -0.262900 -1.733 -0.909 0.369
C 0.341044 -0.217805 -0.463472 2.510 -0.788 -0.267
C 0.055679 1.112089 0.068102 -3.822 -1.641 -3.718
H -0.510795 1.799674 -0.579380 0.147 -0.292 0.470
H 0.694095 1.507662 0.698937 3.354 1.989 2.742
H 2.363431 -1.232435 0.152984 -0.820 0.428 -0.284
```
Positions in Å, forces in eV/Å.

Output
HOMO energy (spin up / spin down)   -10.29 / -9.31 eV
LUMO (spin up / spin down)   -1.00 / -0.56 eV
Frontier orbital gap (spin up / spin down)   9.29 / 8.75 eV

Mulliken population analysis, charges in e, atoms 1 to 5:
1 O -0.459
2 N -0.266
3 C 0.784
4 C -0.464
5 C -0.093

=====

[2]
The following is a DFT calculation (ωB97M-V/def2-TZVPD) of C3H3NO in the gas phase at a distorted geometry.

```
8
Properties=species:S:1:pos:R:3:forces:R:3
O 1.211383 0.432646 0.642717 -1.028 1.300 4.261
N 1.145976 0.715637 -0.626166 1.083 -0.777 -1.651
C -0.715442 -0.272835 -0.017455 3.066 1.920 2.353
C 0.047407 0.187710 -1.061105 0.642 0.166 -3.388
C -0.050283 0.003414 1.142761 2.496 -1.417 -1.477
H -1.566613 -0.703802 -0.091128 -5.619 -2.728 -0.427
H -0.062141 -0.390706 2.198492 -0.102 0.896 -1.493
H -0.010287 0.027936 -2.188117 -0.537 0.639 1.822
```
Positions in Å, forces in eV/Å.

Output
HOMO energy   -10.04 eV
SMILES   c1cnoc1
LUMO   0.98 eV
Frontier orbital gap   11.02 eV

Mulliken population analysis, charges in e, atoms 1 to 5:
1 O -0.094
2 N -0.258
3 C -0.499
4 C -0.094
5 C -0.218

=====

[3]
The following is a DFT calculation (ωB97M-V/def2-TZVPD) of a 2-piece molecular cluster, C3H3NO overall at a distorted geometry.

```
8
Properties=species:S:1:pos:R:3:forces:R:3
O -2.005969 0.771197 0.024751 0.742 -0.570 -0.064
N 2.230493 0.640535 -0.382481 -0.845 0.606 0.267
C 1.247089 1.172434 -0.098885 1.190 0.000 -0.346
C -1.249947 -0.121140 0.028765 -0.714 0.211 0.028
C -0.367113 -1.083058 0.103723 -0.649 -0.362 -0.183
H 0.349442 1.715251 0.123578 0.208 -0.012 0.033
H 0.287892 -1.322351 -0.721710 -0.046 0.173 0.121
H -0.491888 -1.772870 0.922257 0.114 -0.047 0.144
```
Positions in Å, forces in eV/Å.

Output
HOMO energy   -9.63 eV
SMILES   C=C=O.C#N
LUMO   0.76 eV
Frontier orbital gap   10.39 eV

Mulliken population analysis, charges in e, atoms 1 to 5:
1 O -0.379
2 N -0.383
3 C 0.091
4 C 0.796
5 C -0.993

=====

[4]
The following is a DFT calculation (ωB97M-V/def2-TZVPD) of C3H3NO as an isolated structure at a distorted geometry.

```
8
Properties=species:S:1:pos:R:3:forces:R:3
O 0.669374 -2.068084 -1.381271 0.161 0.154 0.312
N -0.077277 1.305779 -0.544653 -0.005 0.165 -0.137
C 0.748314 -0.998271 -0.812807 1.973 0.907 1.198
C -0.319378 1.373020 0.676578 0.249 0.775 -0.933
C -0.352515 -0.084116 -0.719889 0.058 -0.690 -0.388
H 1.742157 -0.567153 -0.267866 -1.645 -1.094 -1.254
H -0.851977 0.777935 1.367861 -0.520 -0.962 1.098
H -1.312313 -0.531593 -0.962884 -0.271 0.745 0.105
```
Positions in Å, forces in eV/Å.

Output
HOMO energy (spin up / spin down)   -9.28 / -9.19 eV
LUMO (spin up / spin down)   -1.17 / -0.75 eV
Frontier orbital gap (spin up / spin down)   8.10 / 8.44 eV

Mulliken population analysis, charges in e, atoms 1 to 5:
1 O -0.470
2 N -0.359
3 C 0.161
4 C -0.065
5 C -0.253

=====

[5]
The following is a DFT calculation (ωB97M-V/def2-TZVPD) of C3H3NO in the gas phase at a distorted geometry.

```
8
Properties=species:S:1:pos:R:3:forces:R:3
O -0.057161 1.846713 0.018769 -0.925 0.147 -0.515
N 2.726808 0.126167 0.048116 -9.258 0.200 -2.014
C 1.497796 0.193944 -0.198545 8.915 0.025 1.807
C 0.045335 0.676077 -0.166170 0.246 -0.959 1.300
C -0.968368 -0.519985 -0.041899 2.618 -0.005 1.824
H -1.227240 -0.605961 1.098440 0.392 0.436 -2.027
H -0.086383 -1.353100 -0.154277 -3.349 0.953 -0.546
H -1.930787 -0.363854 -0.604432 1.361 -0.796 0.171
```
Positions in Å, forces in eV/Å.

Output
HOMO energy   -11.12 eV
SMILES   CC(=O)C#N
LUMO   -0.58 eV
Frontier orbital gap   10.53 eV

Mulliken population analysis, charges in e, atoms 1 to 5:
1 O -0.403
2 N -0.409
3 C 0.183
4 C 0.597
5 C -0.834

=====

[6]
The following is a DFT calculation (ωB97M-V/def2-TZVPD) of C3H3NO in the gas phase at a distorted geometry.

```
8
Properties=species:S:1:pos:R:3:forces:R:3
O 0.081897 -0.524933 -1.660594 1.280 -1.159 -0.133
N -1.599273 0.727599 -1.099799 -2.935 0.590 -2.964
C 0.335468 -1.239008 -0.540045 -0.704 -1.344 0.092
C -0.989084 0.897648 -0.113145 3.178 -1.291 1.455
C 0.509473 0.118812 -0.370180 -4.280 -1.375 0.300
H -1.235967 1.034873 0.879923 -0.507 1.063 1.964
H 1.332937 0.684856 -0.289913 2.978 1.783 0.036
H -0.214518 -2.168164 -0.145645 0.990 1.733 -0.749
```
Positions in Å, forces in eV/Å.

Output
HOMO energy (spin up / spin down)   -8.95 / -8.33 eV
LUMO (spin up / spin down)   0.11 / -0.13 eV
Frontier orbital gap (spin up / spin down)   9.06 / 8.20 eV

Mulliken population analysis, charges in e, atoms 1 to 5:
1 O -0.286
2 N -0.416
3 C 0.001
4 C 0.005
5 C -0.295

=====

[7]
The following is a DFT calculation (ωB97M-V/def2-TZVPD) of C3H3NO in the gas phase at a distorted geometry.

```
8
Properties=species:S:1:pos:R:3:forces:R:3
O 0.077001 1.885534 -0.173552 -0.282 -0.621 0.093
N -0.544812 -1.168234 -1.005057 -0.339 -0.325 -0.305
C -0.318412 -0.060859 1.152958 -0.269 -0.415 0.502
C 0.081566 0.702414 0.052031 0.775 0.278 -1.549
C 0.364278 -0.404421 -1.234784 -0.044 0.805 1.245
H -0.804629 0.411196 1.998797 0.219 0.126 0.007
H 0.073917 -1.057565 1.260780 -0.114 0.002 -0.016
H 1.071091 -0.308066 -2.051174 0.054 0.151 0.022
```
Positions in Å, forces in eV/Å.

Output
HOMO energy (spin up / spin down)   -9.70 / -8.99 eV
LUMO (spin up / spin down)   -0.89 / -1.62 eV
Frontier orbital gap (spin up / spin down)   8.81 / 7.37 eV

Mulliken population analysis, charges in e, atoms 1 to 5:
1 O -0.483
2 N -0.398
3 C -0.727
4 C 0.635
5 C 0.013

=====

[8]
The following is a DFT calculation (ωB97M-V/def2-TZVPD) of C3H3NO2 in the gas phase at a distorted geometry.

```
9
Properties=species:S:1:pos:R:3:forces:R:3
O 2.272968 0.093371 0.223864 0.005 -2.779 -1.565
O 0.276428 -1.742981 0.274417 -0.280 0.560 -0.396
N 0.873553 0.368600 -0.304047 4.433 3.113 1.501
C -1.353120 -0.017847 0.082398 -0.992 -0.275 -0.375
C -0.022795 -0.589922 0.042816 -0.228 -0.527 1.483
C -2.472844 0.409452 -0.001239 0.828 -0.021 -0.060
H 2.517070 -0.638708 -0.374815 0.547 0.199 0.544
H 1.318129 1.240928 0.200689 -3.953 -0.290 -1.261
H -3.409389 0.877107 -0.144084 -0.359 0.020 0.128
```
Positions in Å, forces in eV/Å.

Output
HOMO energy   -10.51 eV
SMILES   C#CC(=O)NO
LUMO   0.37 eV
Frontier orbital gap   10.88 eV

Mulliken population analysis, charges in e, atoms 1 to 5:
1 O -0.428
2 O -0.518
3 N -0.289
4 C -0.304
5 C 0.061